# 1
{"formula": "C32H36N6O2PSeV", "method": "the ωB97M-V functional and the def2-TZVPD basis", "symbols": ["V", "N", "P", "C", "C", "C", "C", "C", "C", "C", "C", "C", "C", "C", "C", "C", "C", "C", "C", "C", "N", "H", "H", "H", "H", "H", "H", "H", "H", "H", "H", "H", "H", "H", "H", "H", "C", "C", "C", "C", "C", "C", "Se", "C", "C", "C", "H", "H", "H", "H", "H", "H", "H", "H", "H", "H", "H", "N", "C", "C", "N", "C", "C", "N", "H", "H", "H", "H", "H", "N", "C", "C", "O", "O", "H", "H", "H", "H", "H"], "xyz": [[-0.08349, 0.42246, 0.04980], [-0.66020, -1.64971, 2.24338], [0.45688, -0.33268, 2.27608], [0.15776, 0.35612, 3.91873], [0.37616, -0.40211, 5.07256], [0.10013, 0.13894, 6.31887], [-0.37891, 1.44293, 6.42090], [-0.57788, 2.20645, 5.28073], [-0.31206, 1.66241, 4.02854], [2.07763, -1.13665, 2.44626], [2.26488, -2.48168, 2.14460], [3.54127, -3.03455, 2.18860], [4.63174, -2.23991, 2.51585], [4.45014, -0.89176, 2.80368], [3.17674, -0.34174, 2.77126], [-1.10413, -2.15895, 1.03700], [-2.02048, -3.21344, 0.99501], [-2.34976, -3.74866, -0.22386], [-1.75887, -3.25208, -1.38580], [-0.90651, -2.18929, -1.27098], [-0.59323, -1.60290, -0.08115], [-1.01057, -2.07938, 3.08457], [0.78132, -1.40696, 4.99812], [0.27014, -0.44783, 7.21310], [-0.58982, 1.86468, 7.39650], [-0.93415, 3.22548, 5.36514], [-0.45865, 2.25601, 3.13431], [1.41715, -3.10364, 1.88006], [3.68180, -4.08667, 1.96926], [5.62464, -2.67134, 2.55260], [5.30068, -0.27067, 3.05722], [3.03964, 0.70926, 3.00759], [-2.43795, -3.60002, 1.91724], [-3.06174, -4.56535, -0.27694], [-1.97204, -3.67017, -2.36036], [-0.44258, -1.75322, -2.14391], [0.81079, -0.51156, -7.91557], [0.39573, -0.19805, -6.49924], [-0.70989, -0.79226, -5.92305], [-1.14528, -0.47244, -4.63200], [-2.38155, -1.18682, -4.12610], [-0.43571, 0.48109, -3.89209], [-1.11755, 1.03681, -2.18131], [0.70996, 1.08591, -4.45270], [1.52130, 2.12999, -3.73602], [1.09803, 0.73263, -5.73834], [0.31225, -1.40683, -8.28684], [1.88883, -0.66418, -7.98820], [0.55463, 0.31185, -8.58615], [-1.27196, -1.53116, -6.49164], [-3.23289, -0.98863, -4.78300], [-2.65081, -0.87656, -3.12168], [-2.22551, -2.26989, -4.13066], [1.70272, 1.85118, -2.70910], [0.99526, 3.08830, -3.71094], [2.47958, 2.27703, -4.23748], [1.97741, 1.20848, -6.16576], [4.57895, -1.72604, -1.33183], [3.89523, -0.61292, -0.96383], [2.49916, -0.64808, -0.77340], [1.83770, 0.43190, -0.39065], [2.53540, 1.57378, -0.20349], [3.89476, 1.58258, -0.40986], [4.58581, 0.50691, -0.78284], [4.11594, -2.59467, -1.51822], [5.56624, -1.64779, -1.49739], [1.93816, -1.56228, -0.91518], [1.99096, 2.45560, 0.09765], [4.45509, 2.49983, -0.26884], [-3.91009, 2.85220, -0.36307], [-2.67047, 3.48829, 0.06730], [-1.72924, 2.38500, 0.43863], [-0.51238, 2.48509, 0.53583], [-2.28852, 1.19737, 0.65657], [-3.83581, 2.58194, -1.33873], [-4.71490, 3.45081, -0.25253], [-3.24213, 1.35459, 0.39055], [-2.84011, 4.08602, 0.96395], [-2.17706, 4.10981, -0.67353]], "e_tot_ha": -5406.748998, "lumo_ev": [-2.180, -2.566], "charge": 1, "spin_multiplicity": 4, "gap_ev": [7.0945, 6.8990], "de_lowest_kj_mol": 12.7, "s_squared": 3.7655, "e_homo_ev": [-9.275, -9.465]}

=====

# 2
{"formula": "C32H37AsN4O7PTl", "method": "the ωB97M-V functional and the def2-TZVPD basis", "symbols": ["Tl", "C", "O", "C", "C", "C", "C", "C", "C", "N", "N", "C", "O", "C", "C", "C", "C", "C", "C", "C", "O", "H", "H", "H", "H", "H", "H", "H", "H", "H", "H", "H", "H", "O", "C", "O", "C", "C", "N", "N", "C", "C", "O", "O", "H", "H", "H", "C", "P", "C", "C", "H", "H", "H", "H", "H", "H", "H", "H", "H", "C", "As", "C", "C", "C", "C", "C", "C", "C", "C", "H", "H", "H", "H", "H", "H", "H", "H", "H", "H", "H", "H", "H"], "xyz": [[0.11225, -0.41036, -0.66725], [-4.36714, 1.59622, -2.04222], [-3.86751, 2.84812, -1.59784], [-3.43647, 2.92829, -0.28565], [-3.90526, 3.99688, 0.44025], [-3.49507, 4.21533, 1.76044], [-2.59979, 3.32743, 2.31720], [-2.06916, 2.24817, 1.59651], [-1.11030, 1.41880, 2.32125], [-0.22667, 0.61225, 1.86177], [0.53290, 0.03510, 2.88231], [1.16578, -1.04804, 2.48932], [1.13535, -1.62325, 1.36707], [2.02431, -1.67984, 3.56415], [2.79487, -2.78907, 3.23342], [3.58778, -3.41059, 4.18931], [3.61907, -2.92784, 5.49001], [2.85227, -1.81768, 5.82687], [2.06072, -1.19884, 4.87148], [-2.47690, 1.99597, 0.24759], [-2.03432, 1.03079, -0.45593], [-4.53121, 1.70034, -3.11512], [-5.32803, 1.37802, -1.55685], [-3.66717, 0.79016, -1.83432], [-4.60927, 4.66568, -0.04358], [-3.87906, 5.05373, 2.32789], [-2.26682, 3.46801, 3.34148], [-1.13647, 1.53418, 3.41108], [2.75823, -3.14461, 2.21241], [4.18547, -4.27215, 3.91583], [4.23892, -3.40971, 6.23750], [2.87548, -1.43348, 6.84058], [1.45453, -0.33651, 5.11343], [6.64204, 0.41307, -0.71207], [6.07437, 1.06756, 0.27598], [6.71874, 1.62531, 1.14754], [4.58823, 1.12184, 0.28345], [3.87944, 1.72347, 1.30248], [2.58056, 1.60145, 0.99460], [2.39075, 0.93223, -0.14517], [3.59103, 0.62081, -0.59807], [3.71640, -0.14759, -1.89862], [4.90123, -0.47588, -2.21310], [2.68005, -0.37181, -2.53473], [5.92113, 0.04581, -1.36553], [4.23085, 2.22203, 2.18867], [1.77031, 1.82758, 1.55222], [1.81184, 2.27694, -4.42523], [0.52994, 1.85921, -3.16809], [-0.65825, 3.23393, -3.49786], [-0.34081, 0.52612, -4.08976], [1.37250, 2.40665, -5.41942], [2.55227, 1.47546, -4.45357], [2.31827, 3.19913, -4.13555], [-0.94785, 3.28429, -4.55236], [-0.20666, 4.18442, -3.20640], [-1.55035, 3.08694, -2.88444], [-0.54671, 0.82645, -5.12183], [-1.27910, 0.30019, -3.58007], [0.27505, -0.37520, -4.07850], [-2.32590, -5.23903, -2.43655], [-1.45131, -3.50520, -2.07578], [-2.54863, -3.08885, -0.50484], [0.20317, -4.22358, -1.22501], [0.00206, -5.25697, -0.16591], [-0.12115, -4.88457, 1.17413], [-0.32931, -5.83785, 2.16031], [-0.42030, -7.18411, 1.83085], [-0.28466, -7.56925, 0.50405], [-0.07292, -6.61447, -0.48036], [-1.76430, -5.79671, -3.18729], [-3.32383, -5.03914, -2.82909], [-2.40906, -5.84127, -1.53082], [-2.33218, -3.76433, 0.32383], [-3.59512, -3.20250, -0.79244], [-2.38365, -2.05879, -0.19049], [0.73690, -3.35912, -0.82782], [0.78648, -4.61915, -2.05862], [-0.00705, -3.83836, 1.43640], [-0.40494, -5.52374, 3.19425], [-0.58284, -7.92754, 2.60202], [-0.33746, -8.61776, 0.23405], [0.04700, -6.92384, -1.51315]], "e_tot_ha": -4737.047643, "lumo_ev": 4.164, "charge": -2, "spin_multiplicity": 1, "gap_ev": 6.2607, "de_lowest_kj_mol": 53.1, "e_homo_ev": -2.097}

=====

# 3
{"formula": "C32H37ClN2ScSi2", "method": "the ωB97M-V functional and the def2-TZVPD basis", "symbols": ["C", "C", "C", "H", "C", "C", "H", "H", "H", "H", "Sc", "Si", "C", "C", "H", "C", "H", "C", "H", "C", "H", "C", "H", "C", "C", "H", "C", "H", "C", "H", "C", "H", "C", "H", "H", "Si", "C", "C", "H", "C", "H", "C", "H", "C", "H", "C", "H", "C", "C", "H", "C", "H", "C", "H", "C", "H", "C", "H", "H", "Cl", "N", "C", "C", "C", "N", "H", "H", "H", "H", "H", "H", "H", "H", "H", "H"], "xyz": [[-1.11131, -0.73909, 4.30326], [-1.61444, -0.38583, 3.02008], [-1.45884, -1.50836, 2.16680], [-2.12582, 0.53780, 2.75819], [-0.82869, -2.56284, 2.89590], [-0.59038, -2.09041, 4.22336], [-0.20211, -2.67435, 5.05786], [-1.16304, -0.14277, 5.20949], [-1.80262, -1.55940, 1.13757], [-0.58352, -3.55281, 2.52236], [0.73520, -0.91938, 2.86347], [1.89055, 1.96914, -0.22424], [0.36138, 3.01345, -0.40696], [0.41961, 4.38367, -0.80798], [1.40714, 4.81873, -1.06132], [-0.75030, 5.14404, -0.89090], [-0.68931, 6.21288, -1.17010], [-2.00071, 4.54353, -0.58098], [-2.91784, 5.13021, -0.67763], [-2.08059, 3.18415, -0.23680], [-3.05505, 2.68314, -0.09782], [-0.90170, 2.42467, -0.16537], [-0.94695, 1.35525, 0.09449], [-0.95749, -1.54863, -1.17069], [-2.34981, -1.73688, -1.36099], [-3.00114, -0.93489, -1.72692], [-2.87686, -3.02374, -1.13875], [-3.92573, -3.22711, -1.33489], [-2.05414, -4.07530, -0.75817], [-2.39835, -5.09994, -0.78095], [-0.76159, -3.81676, -0.31001], [-0.13753, -4.60815, 0.08903], [-0.24323, -2.53440, -0.40374], [0.76701, -2.33932, -0.00159], [1.51373, 0.61215, 0.44869], [0.44732, -0.78449, -2.08143], [0.89533, -2.05622, -3.33851], [0.19946, -1.97185, -4.54923], [-0.36458, -1.05344, -4.75344], [0.16331, -3.08108, -5.39401], [-0.39934, -2.99995, -6.32043], [0.79734, -4.26635, -5.01052], [0.74092, -5.14530, -5.65280], [1.50701, -4.34221, -3.80855], [1.98308, -5.26988, -3.49481], [1.60827, -3.21293, -2.98197], [2.15870, -3.19131, -2.04105], [0.09071, 0.72104, -3.13538], [-1.24582, 1.01108, -3.42543], [-2.01917, 0.29356, -3.14837], [-1.57717, 2.21864, -4.04963], [-2.62594, 2.47011, -4.21353], [-0.56674, 3.08069, -4.47982], [-0.82658, 4.01539, -4.98981], [0.77330, 2.69802, -4.36712], [1.54873, 3.32265, -4.81090], [1.10194, 1.50490, -3.72496], [2.14374, 1.18987, -3.62585], [2.67374, 2.59583, 0.84481], [2.32710, -2.45239, 2.17564], [0.63853, 1.42529, 3.17228], [1.86791, 2.14612, 3.64489], [2.11982, 1.92784, 5.13391], [1.66618, 0.60416, 5.74050], [1.86399, -0.59012, 4.84533], [-0.11342, 1.61922, 3.84766], [0.29487, 1.85045, 2.29942], [2.70959, 1.82951, 3.01521], [1.73441, 3.21938, 3.43184], [3.20021, 2.03426, 5.30016], [1.62853, 2.74902, 5.68298], [2.19244, 0.46792, 6.69789], [0.60843, 0.63538, 6.02051], [1.62177, -1.42572, 5.40119], [2.86654, -0.71953, 4.65958]], "e_tot_ha": -3150.774997, "lumo_ev": [-3.885, -3.065], "charge": 1, "spin_multiplicity": 1, "gap_ev": [5.4717, 7.2934], "de_lowest_kj_mol": 0.0, "e_homo_ev": [-9.357, -10.358]}